[1]
DFT (wB97M-V/def2-TZVPD) results for a cluster of 11 separate species, C37H100N6O15 in total.

The geometry in XYZ format:
```
158
Properties=species:S:1:pos:R:3
C 1.972 -1.157 -7.797
O 1.842 -2.088 -7.020
N 2.847 -0.203 -7.701
N 1.270 -0.898 -8.921
H 3.545 -0.329 -6.982
H 2.941 0.486 -8.434
H 1.401 -0.140 -9.576
H 0.569 -1.579 -9.174
C -7.965 -3.123 2.230
C -7.997 -1.894 1.331
O -8.588 -0.862 2.032
H -7.428 -3.962 1.787
H -8.945 -3.476 2.549
H -7.477 -2.883 3.174
H -8.454 -2.135 0.371
H -6.976 -1.735 0.986
H -8.184 -0.827 2.902
C -1.363 -1.163 -1.417
C -0.375 0.058 -1.605
O 0.553 0.219 -0.527
H -1.890 -1.333 -2.356
H -2.196 -0.975 -0.739
H -0.807 -2.059 -1.142
H -0.986 0.960 -1.622
H 0.206 -0.056 -2.521
H 1.174 -0.511 -0.473
C -3.972 0.195 -8.164
C -4.249 -1.122 -7.476
O -4.884 -0.815 -6.324
H -3.609 -0.041 -9.164
H -3.204 0.740 -7.615
H -4.867 0.797 -8.323
H -3.302 -1.655 -7.396
H -4.932 -1.768 -8.029
H -5.084 -1.690 -5.984
C -2.702 -5.171 3.738
C -3.659 -5.941 4.783
O -2.895 -7.051 5.210
H -1.795 -5.042 4.328
H -3.118 -4.201 3.464
H -2.553 -5.817 2.873
H -4.560 -6.307 4.291
H -3.953 -5.262 5.583
H -2.084 -6.692 5.578
C 4.183 -1.377 4.295
C 4.680 -0.774 3.006
O 4.587 -1.739 2.021
H 3.166 -1.752 4.180
H 4.298 -0.572 5.022
H 4.732 -2.275 4.575
H 5.762 -0.641 3.021
H 4.389 0.237 2.720
H 5.258 -2.413 2.150
C -5.734 4.029 -4.276
C -7.259 3.614 -4.089
O -7.720 2.663 -5.038
H -4.955 3.289 -4.091
H -5.392 4.872 -3.676
H -5.583 4.216 -5.339
H -7.855 4.523 -4.167
H -7.279 3.142 -3.106
H -7.088 1.948 -4.928
C -3.591 -9.269 -3.824
O -3.243 -7.930 -3.690
C -3.974 -6.956 -4.479
C -5.517 -6.987 -4.233
N -6.117 -5.725 -4.743
C -7.589 -5.732 -4.639
C -8.297 -6.369 -5.903
O -7.977 -5.639 -7.098
C -8.352 -4.307 -7.240
H -4.678 -9.288 -3.909
H -3.306 -9.715 -2.871
H -3.045 -9.731 -4.646
H -3.832 -7.221 -5.527
H -3.563 -5.984 -4.208
H -5.758 -7.090 -3.175
H -5.927 -7.883 -4.701
H -5.875 -5.766 -5.723
H -7.968 -4.723 -4.475
H -7.893 -6.321 -3.774
H -9.361 -6.220 -5.717
H -8.034 -7.427 -5.918
H -7.667 -3.827 -7.938
H -8.199 -3.587 -6.437
H -9.347 -4.244 -7.681
C 8.258 8.725 6.383
O 7.357 9.394 5.599
C 6.218 9.879 6.407
C 5.077 10.279 5.483
N 4.402 9.106 4.886
C 3.153 9.459 4.251
C 2.490 8.332 3.492
O 3.396 7.869 2.446
C 3.105 6.509 2.150
H 8.549 9.347 7.229
H 9.151 8.704 5.759
H 7.969 7.734 6.732
H 6.541 10.718 7.023
H 5.876 9.082 7.067
H 5.427 11.026 4.770
H 4.467 10.916 6.124
H 4.915 8.587 4.187
H 3.363 10.252 3.533
H 2.528 9.896 5.030
H 1.545 8.584 3.010
H 2.230 7.547 4.202
H 2.141 6.471 1.643
H 3.324 5.862 2.999
H 3.873 6.203 1.439
C -5.268 -0.858 10.620
O -4.269 -0.295 9.811
C -3.579 -1.173 8.897
C -2.367 -0.456 8.314
N -2.808 0.357 7.162
C -1.743 1.082 6.488
C -2.385 1.683 5.229
O -3.286 2.763 5.510
C -3.837 3.305 4.286
H -5.973 -1.473 10.061
H -5.842 -0.011 10.996
H -4.796 -1.455 11.400
H -4.269 -1.500 8.119
H -3.260 -2.046 9.466
H -1.606 -1.190 8.051
H -1.912 0.152 9.096
H -3.718 0.795 7.156
H -0.859 0.515 6.193
H -1.251 1.812 7.131
H -2.982 0.860 4.837
H -1.693 2.116 4.507
H -4.732 2.747 4.009
H -3.133 3.222 3.458
H -3.924 4.333 4.639
C 14.125 0.801 -4.294
O 13.052 0.843 -3.348
C 13.120 -0.202 -2.339
C 11.725 -0.355 -1.625
N 10.744 -0.783 -2.564
C 9.415 -0.899 -1.882
C 8.323 -1.091 -3.040
O 8.225 0.052 -3.892
C 7.610 1.091 -3.283
H 15.155 0.795 -3.939
H 14.123 1.725 -4.873
H 14.047 -0.073 -4.942
H 13.853 0.035 -1.568
H 13.390 -1.127 -2.849
H 11.411 0.564 -1.130
H 11.798 -1.173 -0.908
H 10.685 0.052 -3.130
H 9.186 -0.050 -1.238
H 9.384 -1.739 -1.188
H 7.340 -1.300 -2.617
H 8.689 -1.937 -3.622
H 7.492 1.857 -4.049
H 8.254 1.677 -2.627
H 6.646 0.932 -2.800
```

Structure (SMILES): COCCNCCOC.COCCNCCOC.COCCNCCOC.COCCNCCOC.NC(N)=O.CCO.CCO.CCO.CCO.CCO.CCO
Gap between HOMO and LUMO (Eh): 0.31442
2S+1: 1
E (a.u.): -2926.44089
Energy relative to the best compared isomer or geometry (same formula, charge and spin) (kcal/mol): 60.9
Molar mass (u): 869.23

Here are the Mulliken charges for atoms 1 to 99, given in e:
1. C 0.6465
2. O -0.6404
3. N -0.3629
4. N -0.3921
5. H 0.2154
6. H 0.1708
7. H 0.1594
8. H 0.2040
9. C -1.0890
10. C -0.1402
11. O -0.5002
12. H 0.3095
13. H 0.3032
14. H 0.3160
15. H 0.2835
16. H 0.2085
17. H 0.3089
18. C -0.8423
19. C -0.2264
20. O -0.5045
21. H 0.2711
22. H 0.2367
23. H 0.2948
24. H 0.2360
25. H 0.2488
26. H 0.2870
27. C -1.1682
28. C -0.0895
29. O -0.4860
30. H 0.3595
31. H 0.2744
32. H 0.3213
33. H 0.2916
34. H 0.2092
35. H 0.2845
36. C -0.9120
37. C -0.2167
38. O -0.5042
39. H 0.3151
40. H 0.2925
41. H 0.2500
42. H 0.2550
43. H 0.2164
44. H 0.3038
45. C -0.8923
46. C -0.3290
47. O -0.5418
48. H 0.2685
49. H 0.3015
50. H 0.2908
51. H 0.2542
52. H 0.3358
53. H 0.3116
54. C -1.0657
55. C -0.2172
56. O -0.4977
57. H 0.3227
58. H 0.3355
59. H 0.3121
60. H 0.3056
61. H 0.2175
62. H 0.2871
63. C -0.6386
64. O -0.3718
65. C -0.4792
66. C -0.5734
67. N -0.2663
68. C -0.8383
69. C -0.3992
70. O -0.3507
71. C -0.7480
72. H 0.3256
73. H 0.2275
74. H 0.2321
75. H 0.3326
76. H 0.2943
77. H 0.3957
78. H 0.2946
79. H 0.2760
80. H 0.3874
81. H 0.3509
82. H 0.3433
83. H 0.3361
84. H 0.2664
85. H 0.2976
86. H 0.3072
87. C -0.7698
88. O -0.2978
89. C -0.6379
90. C -0.6982
91. N -0.3143
92. C -0.6056
93. C -0.6591
94. O -0.3310
95. C -0.7530
96. H 0.3129
97. H 0.2613
98. H 0.2867
99. H 0.4115



[2]
DFT (wB97M-V/def2-TZVPD) results for a structure of composition BeH16O8.

The geometry in XYZ format:
```
25
Properties=species:S:1:pos:R:3
Be -25.803 0.128 20.671
O -26.995 0.075 22.852
H -27.078 0.489 23.711
H -27.495 -0.738 22.928
O -24.292 -1.241 19.263
H -23.338 -1.166 19.280
H -24.464 -1.995 18.699
O -23.926 -0.282 22.393
H -24.016 -1.011 23.007
H -23.330 0.327 22.830
O -27.242 -0.903 18.844
H -28.171 -1.038 19.032
H -27.119 -1.267 17.967
O -26.221 -2.232 21.283
H -27.008 -2.727 21.054
H -25.593 -2.898 21.563
O -27.917 1.483 20.540
H -28.676 1.768 20.031
H -28.038 1.889 21.399
O -25.314 2.297 21.975
H -25.355 2.164 22.922
H -25.037 3.207 21.872
O -24.797 2.028 19.035
H -25.303 2.205 18.242
H -24.048 2.621 18.978
```

Gap between HOMO and LUMO (Eh): 0.37393
2S+1: 1
E (a.u.): -625.65816
Energy relative to the best compared isomer or geometry (same formula, charge and spin) (kcal/mol): 14.6
Molar mass (u): 153.13
Charge: +2

Atomic charges from the Mulliken analysis, expressed in e, are listed below:
1. Be 1.2471
2. O -0.4546
3. H 0.2870
4. H 0.2445
5. O -0.4645
6. H 0.2869
7. H 0.2933
8. O -0.5073
9. H 0.3015
10. H 0.2965
11. O -0.5009
12. H 0.2947
13. H 0.2827
14. O -0.4378
15. H 0.2731
16. H 0.2802
17. O -0.5025
18. H 0.2914
19. H 0.3078
20. O -0.4473
21. H 0.2747
22. H 0.2754
23. O -0.5129
24. H 0.2993
25. H 0.2917



[3]
DFT (wB97M-V/def2-TZVPD) results for a structure of composition C34H46ClN5O8OsSb2.

The geometry in XYZ format:
```
97
Properties=species:S:1:pos:R:3
Os 1.106 0.458 -0.336
C -5.302 2.779 2.006
Sb -3.245 2.268 2.268
C -3.472 0.144 2.029
C -2.755 2.562 0.161
C -2.672 4.005 -0.209
C -3.754 4.643 -0.815
C -3.698 5.985 -1.156
C -2.548 6.720 -0.899
C -1.465 6.101 -0.299
C -1.518 4.755 0.058
C -0.321 4.104 0.675
Sb 0.774 3.029 -0.823
C 2.565 4.134 -0.965
C -0.218 3.412 -2.639
H -5.725 2.216 1.175
H -5.388 3.846 1.806
H -5.858 2.551 2.913
H -4.257 -0.070 1.303
H -3.734 -0.322 2.977
H -2.525 -0.273 1.680
H -3.543 2.064 -0.405
H -1.816 2.024 -0.004
H -4.652 4.074 -1.022
H -4.552 6.457 -1.623
H -2.499 7.769 -1.160
H -0.569 6.674 -0.085
H -0.549 3.408 1.477
H 0.390 4.845 1.044
H 2.287 5.157 -1.219
H 3.211 3.720 -1.733
H 3.081 4.127 -0.008
H -0.235 4.491 -2.782
H -1.237 3.037 -2.573
H 0.312 2.927 -3.454
C 1.012 -3.068 0.278
N -0.065 -2.987 -0.705
C -0.474 -4.239 -1.355
C -1.345 -3.953 -2.558
C -2.464 -3.024 -2.144
N -1.909 -1.823 -1.515
C -2.737 -0.627 -1.567
C -0.791 -1.867 -0.786
O -0.444 -0.843 -0.073
H 1.364 -4.096 0.302
H 0.662 -2.791 1.272
H 1.850 -2.427 0.006
H -1.003 -4.864 -0.630
H 0.432 -4.767 -1.650
H -1.752 -4.885 -2.948
H -0.755 -3.487 -3.349
H -3.152 -3.517 -1.451
H -3.044 -2.699 -3.007
H -3.061 -0.473 -2.597
H -2.171 0.233 -1.239
H -3.619 -0.746 -0.935
Cl 0.735 -0.161 8.049
C 0.824 0.011 6.343
C 1.761 -0.734 5.632
C 1.830 -0.594 4.261
C 0.966 0.285 3.606
C 0.032 1.029 4.329
C -0.040 0.892 5.700
C 1.042 0.424 2.163
O 1.896 -0.207 1.437
O 0.286 1.194 1.483
H 2.418 -1.410 6.160
H 2.547 -1.169 3.690
H -0.635 1.710 3.816
H -0.757 1.457 6.278
C 4.946 -0.517 -1.425
N 4.926 0.065 -0.087
C 4.057 0.984 0.322
N 4.288 1.614 1.482
O 3.056 1.328 -0.393
H 5.968 -0.510 -1.797
H 4.318 0.079 -2.077
H 4.570 -1.538 -1.410
H 5.701 -0.150 0.519
H 5.124 1.471 2.022
H 3.589 2.238 1.843
O 0.161 0.539 -2.248
C 0.921 -0.383 -2.685
O 1.857 -0.702 -1.883
C 0.707 -1.045 -3.975
C 1.573 -2.059 -4.379
C 1.347 -2.713 -5.577
C 0.254 -2.332 -6.334
C -0.613 -1.321 -5.960
C -0.378 -0.668 -4.763
N -0.003 -3.046 -7.613
O 0.773 -3.923 -7.914
O -0.964 -2.688 -8.254
H 2.413 -2.331 -3.754
H 1.991 -3.505 -5.931
H -1.441 -1.063 -6.604
H -1.032 0.129 -4.434
```

Gap between HOMO and LUMO (Eh): 0.23889
2S+1: 1
E (a.u.): -3229.77072
Energy relative to the best compared isomer or geometry (same formula, charge and spin) (kcal/mol): 16.2
Molar mass (u): 1121.97
Charge: +2

Atomic charges from the Mulliken analysis, expressed in e, are listed below:
1. Os 5.1712
2. C -1.2817
3. Sb 0.8700
4. C -1.0846
5. C -0.1825
6. C 0.3947
7. C -0.6703
8. C -0.7685
9. C -0.7682
10. C -0.8695
11. C 0.6641
12. C -0.3377
13. Sb 0.7046
14. C -1.2803
15. C -1.3179
16. H 0.3627
17. H 0.3689
18. H 0.3927
19. H 0.3535
20. H 0.5236
21. H -0.0522
22. H 0.8562
23. H -1.3228
24. H 0.4899
25. H 0.4507
26. H 0.4407
27. H 0.4435
28. H -0.2197
29. H 1.0191
30. H 0.5066
31. H 0.3646
32. H 0.3578
33. H 0.5669
34. H 0.2702
35. H 0.4704
36. C -0.8990
37. N 0.4488
38. C -0.7765
39. C -0.0101
40. C -0.7661
41. N 0.5584
42. C -0.7555
43. C -0.2754
44. O -1.2242
45. H 0.5080
46. H 0.2501
47. H 0.1035
48. H 0.2908
49. H 0.4987
50. H 0.4438
51. H -0.2274
52. H 0.2856
53. H 0.4215
54. H 0.4552
55. H -0.1859
56. H 0.4259
57. Cl -0.1574
58. C 0.4027
59. C -1.0125
60. C -0.3575
61. C 0.0426
62. C -0.1567
63. C -1.1028
64. C 0.6904
65. O -0.7588
66. O -0.5779
67. H 0.4532
68. H 0.5571
69. H 0.4372
70. H 0.4809
71. C -0.7716
72. N -0.2567
73. C 0.6763
74. N -0.3797
75. O -0.5732
76. H 0.4155
77. H 0.1789
78. H 0.2798
79. H 0.2266
80. H 0.2053
81. H 0.1506
82. O -1.0618
83. C -0.7915
84. O -0.8825
85. C 0.0895
86. C -0.2675
87. C -0.6441
88. C -0.1744
89. C -0.7549
90. C -0.1717
91. N 1.0285
92. O -0.5854
93. O -0.5850
94. H 0.5856
95. H 0.5311
96. H 0.5371
97. H 0.5981



Q: Which value of E does entry 3 give?
A: -3229.77072 a.u.



Q: The highest molar mass belongs to which entry?
A: C34H46ClN5O8OsSb2



Q: Number 2 is which compound?
A: BeH16O8



Q: Among the records above, which one has the lowest molar mass?
A: BeH16O8